1.
65
Properties=species:S:1:pos:R:3 method="wB97M-V/def2-TZVPD" e_above_lowest_kcal_mol=0.4 s_squared=3.7581 multiplicity=4 charge=-2 largest_force_ev_per_a=0.5
Co 1.287 -0.082 0.296
O -1.157 1.617 -2.102
S -0.850 1.343 -0.706
O -1.745 2.050 0.212
O 0.599 1.699 -0.383
O -0.871 -0.135 -0.410
C -0.684 -2.071 1.801
N 0.309 -1.053 2.118
C -0.334 0.107 2.739
C 1.384 -1.571 2.962
C 2.701 -0.845 2.761
C 3.701 -1.001 3.720
C 4.946 -0.424 3.528
C 5.184 0.304 2.365
C 4.174 0.451 1.423
C 2.898 -0.108 1.589
H -1.226 -2.399 2.704
H -0.190 -2.934 1.352
H -1.392 -1.651 1.090
H -0.898 -0.203 3.635
H -1.014 0.584 2.033
H 0.435 0.821 3.040
H 1.518 -2.630 2.721
H 1.084 -1.530 4.024
H 3.507 -1.577 4.623
H 5.724 -0.541 4.275
H 6.158 0.756 2.200
H 4.388 1.018 0.521
C -4.909 2.862 0.008
C -4.762 1.599 -0.827
Sb -4.136 -0.073 0.364
C -4.235 -1.485 -1.267
C -3.117 -1.342 -2.296
C -6.158 -0.545 1.101
C -7.274 -0.824 0.106
H -5.206 3.724 -0.598
H -3.955 3.099 0.481
H -5.665 2.747 0.794
H -3.980 1.735 -1.578
H -5.689 1.330 -1.344
H -5.214 -1.341 -1.735
H -4.237 -2.487 -0.825
H -3.069 -0.330 -2.703
H -3.266 -2.035 -3.132
H -2.137 -1.520 -1.858
H -6.429 0.307 1.734
H -6.036 -1.392 1.784
H -7.426 0.019 -0.573
H -8.235 -1.015 0.601
H -7.057 -1.693 -0.518
O 6.560 3.011 -3.559
C 6.645 1.649 -3.594
O 7.655 1.155 -4.037
C 5.484 0.898 -3.083
C 4.288 1.492 -2.660
C 3.233 0.741 -2.188
C 3.322 -0.663 -2.095
S 2.015 -1.629 -1.493
C 4.523 -1.251 -2.541
C 5.571 -0.498 -3.021
H 5.721 3.256 -3.149
H 4.125 2.567 -2.702
H 2.313 1.238 -1.899
H 4.615 -2.329 -2.480
H 6.487 -0.973 -3.349



2.
17
Properties=species:S:1:pos:R:3 method="wB97M-V/def2-TZVPD" e_above_lowest_kcal_mol=2.2 multiplicity=1 charge=0 largest_force_ev_per_a=1.7 smiles="Cc1cn(C)c(=O)oc1=O"
C 0.953 -1.652 1.747
C 0.226 -0.637 0.932
C 0.698 -0.054 -0.202
N -0.178 0.587 -1.025
C 0.205 1.507 -2.068
C -1.530 0.263 -0.770
O -2.334 0.070 -1.626
O -1.872 0.386 0.538
C -0.958 0.011 1.512
O -1.184 0.226 2.664
H 0.438 -2.603 1.676
H 1.976 -1.784 1.405
H 0.968 -1.351 2.793
H 1.702 -0.195 -0.577
H 0.269 2.524 -1.663
H 1.176 1.222 -2.484
H -0.554 1.481 -2.851



3.
63
Properties=species:S:1:pos:R:3 method="wB97M-V/def2-TZVPD" e_above_lowest_kcal_mol=0.0 s_squared=6.0088 multiplicity=5 charge=-1 largest_force_ev_per_a=0.1
Cr -1.233 -1.043 0.720
O 1.255 -1.310 0.022
C 2.054 -1.123 1.193
C 1.175 -0.943 2.481
O 1.768 -0.788 3.537
O -0.093 -0.967 2.328
C 2.900 0.127 0.966
C 4.003 0.064 0.119
C 4.707 1.211 -0.215
C 4.312 2.442 0.293
C 3.215 2.513 1.138
C 2.513 1.363 1.474
C 2.903 -2.372 1.368
C 2.678 -3.501 0.591
C 3.453 -4.642 0.765
C 4.462 -4.664 1.714
C 4.691 -3.535 2.492
C 3.919 -2.399 2.322
H 0.984 -0.428 -0.280
H 4.307 -0.895 -0.284
H 5.562 1.145 -0.876
H 4.854 3.341 0.028
H 2.893 3.469 1.533
H 1.661 1.430 2.138
H 1.894 -3.483 -0.153
H 3.263 -5.516 0.154
H 5.066 -5.552 1.849
H 5.476 -3.542 3.239
H 4.081 -1.525 2.938
F -6.452 0.180 -2.763
C -6.060 -1.095 -2.655
C -5.420 -1.534 -1.568
N -5.023 -2.846 -1.431
C -4.343 -3.269 -0.217
C -3.073 -2.487 0.063
O -2.452 -2.743 1.125
O -2.694 -1.585 -0.728
C -5.226 -3.770 -2.434
O -4.895 -4.935 -2.362
N -5.883 -3.268 -3.542
C -6.349 -1.977 -3.773
O -6.926 -1.683 -4.797
H -5.175 -0.869 -0.753
H -4.099 -4.323 -0.322
H -5.002 -3.161 0.646
H -6.043 -3.938 -4.281
O -2.296 1.296 1.016
C -1.282 1.578 0.368
O -0.511 0.683 -0.139
C -0.875 3.008 0.158
C -1.670 4.022 0.675
C -1.321 5.367 0.536
C -0.155 5.631 -0.139
O 0.439 6.849 -0.375
C 1.462 6.559 -1.323
O 1.769 5.179 -1.219
C 0.640 4.622 -0.653
C 0.314 3.299 -0.524
H -2.572 3.736 1.199
H -1.930 6.162 0.942
H 2.347 7.149 -1.092
H 1.088 6.777 -2.332
H 0.942 2.506 -0.903